Record 1
A 3-piece molecular cluster, C3H4Cl3N overall in a non-equilibrium geometry. Source: the Open Molecules 2025 dataset; level of theory: wB97M-V/def2-TZVPD.

Each line ends with the natural charge from an NBO analysis.
Atoms and positions in Å:
C 1.26 -0.37 -0.03  0.35
C 2.43 0.45 0.13  -0.73
C -2.27 0.66 0.31  -0.11
N 0.42 -1.13 -0.22  -0.38
Cl -2.94 1.24 -1.08  0.06
Cl -3.34 0.66 1.69  -0.01
Cl -2.46 -1.78 -0.69  -0.27
H 2.13 1.32 0.89  0.26
H 3.27 0.00 0.65  0.27
H 2.71 0.77 -0.85  0.26
H -1.21 -1.81 -0.79  0.29

The energy relative to the best compared isomer or geometry (same formula, charge and spin) is 0.000 eV. The molar mass is 160.43 g mol⁻¹. Its LUMO energy (spin up / spin down) is 0.0182 / -0.0521 Ha. As for the spin multiplicity: 3. The expectation value of S² is 2.01. Its HOMO energy (spin up / spin down) is -7.60 / -10.54 eV. The gap between HOMO and LUMO (spin up / spin down) comes out at 8.091 / 9.124 eV. The value obtained for the energy is -1551.86981 hartree.

=====

Record 2
C3H4Cl3O4S as an isolated structure in a non-equilibrium geometry. Source: the Open Molecules 2025 dataset; level of theory: wB97M-V/def2-TZVPD.

Each line ends with the natural charge from an NBO analysis.
Atoms and positions in Å:
C -1.86 -0.17 0.72  -0.46
C 1.46 -1.12 -1.15  0.20
C -1.38 0.91 -0.22  -0.30
O 1.76 -0.69 1.63  -0.96
O 3.62 -0.12 0.15  -0.94
O 1.42 1.05 -0.17  -0.98
O 2.10 -1.08 -2.14  -0.49
S 2.22 -0.25 0.35  2.25
Cl -1.70 -1.78 0.03  -0.07
Cl -1.49 2.47 0.78  -0.15
Cl -2.72 1.26 -1.50  -0.15
H -1.22 0.05 1.61  0.25
H -2.81 -0.15 1.14  0.20
H 0.45 -1.34 -1.02  0.16
H 0.15 0.96 -0.22  0.45

The energy relative to the best compared isomer or geometry (same formula, charge and spin) is 1.385 eV. The molar mass is 242.49 g mol⁻¹. Its LUMO energy is 0.1145 Ha. Its HOMO energy is -5.66 eV. The gap between HOMO and LUMO comes out at 8.776 eV. The value obtained for the energy is -2196.43674 hartree. The net charge is -1.

=====

Record 3
A single C3H4ClF molecule in a non-equilibrium geometry. Source: the Open Molecules 2025 dataset; level of theory: wB97M-V/def2-TZVPD.

Each line ends with the natural charge from an NBO analysis.
Atoms and positions in Å:
C -0.95 1.65 1.47  -0.65
C -0.96 0.88 0.16  -0.29
C 0.13 0.02 0.07  0.42
F 0.88 -0.53 0.99  -0.30
Cl 0.44 -1.01 -1.41  -0.08
H -1.05 0.99 2.35  0.22
H -0.04 2.29 1.58  0.23
H -1.88 2.22 1.49  0.22
H -1.63 1.17 -0.57  0.23

The energy relative to the best compared isomer or geometry (same formula, charge and spin) is 0.788 eV. The molar mass is 94.52 g mol⁻¹. Its LUMO energy is 0.0295 Ha. Its SMILES is C/C=C(\F)Cl. Its HOMO energy is -9.42 eV. The gap between HOMO and LUMO comes out at 10.227 eV. The value obtained for the energy is -676.71252 hartree.

=====

Record 4
A single C3H4ClFS molecule in a non-equilibrium geometry. Source: the Open Molecules 2025 dataset; level of theory: wB97M-V/def2-TZVPD.

Each line ends with the natural charge from an NBO analysis.
Atoms and positions in Å:
F 0.68 1.54 0.44  -0.36
C -0.16 1.10 -0.58  -0.02
C -0.77 -0.26 -0.13  -0.14
S -2.27 -0.82 -0.12  0.14
C 0.35 -0.99 0.61  -0.45
Cl 1.87 -1.10 -0.33  -0.06
H 0.45 0.91 -1.48  0.20
H -0.90 1.89 -0.83  0.20
H 0.60 -0.29 1.39  0.25
H 0.17 -1.97 1.02  0.24

The energy relative to the best compared isomer or geometry (same formula, charge and spin) is 0.686 eV. The molar mass is 126.58 g mol⁻¹. Its LUMO energy is -0.0275 Ha. Its SMILES is FCC(=S)CCl. Its HOMO energy is -9.26 eV. The gap between HOMO and LUMO comes out at 8.511 eV. The value obtained for the energy is -1074.91442 hartree.

=====

Record 5
A single C3H4ClI molecule in a non-equilibrium geometry. Source: the Open Molecules 2025 dataset; level of theory: wB97M-V/def2-TZVPD.

Each line ends with the natural charge from an NBO analysis.
Atoms and positions in Å:
Cl -1.53 -2.55 0.15  0.01
C -1.25 -0.77 -0.01  -0.01
I -3.43 0.35 -0.30  -0.01
C -0.16 -0.04 0.81  -0.47
C -0.24 -0.10 -0.75  -0.48
H 0.53 -0.69 1.37  0.23
H -0.41 0.73 1.53  0.24
H -0.42 0.83 -1.19  0.25
H 0.58 -0.60 -1.22  0.24

The energy relative to the best compared isomer or geometry (same formula, charge and spin) is 1.065 eV. The molar mass is 202.42 g mol⁻¹. Its LUMO energy is -0.0335 Ha. Its SMILES is ClC1(I)CC1. Its HOMO energy is -9.58 eV. The gap between HOMO and LUMO comes out at 8.666 eV. The value obtained for the energy is -874.51662 hartree.

=====

Record 6
A 2-piece molecular cluster, C3H4ClI overall in a non-equilibrium geometry. Source: the Open Molecules 2025 dataset; level of theory: wB97M-V/def2-TZVPD.

Each line ends with the natural charge from an NBO analysis.
Atoms and positions in Å:
C 0.65 0.68 -0.05  -0.51
C 1.66 -0.42 -0.39  -0.17
C 0.54 -0.78 0.16  -0.11
Cl -0.39 -2.01 0.86  0.09
I -3.42 0.02 0.87  -0.09
H 0.93 1.28 0.74  0.24
H 0.03 1.14 -0.93  0.25
H -2.53 0.70 -0.28  0.09
H 2.51 -0.61 -0.98  0.21

The energy relative to the best compared isomer or geometry (same formula, charge and spin) is 2.939 eV. The molar mass is 202.42 g mol⁻¹. Its LUMO energy (spin up / spin down) is 0.0205 / -0.0810 Ha. As for the spin multiplicity: 3. The expectation value of S² is 2.01. Its HOMO energy (spin up / spin down) is -5.59 / -9.79 eV. The gap between HOMO and LUMO (spin up / spin down) comes out at 6.144 / 7.590 eV. The value obtained for the energy is -874.32940 hartree.

=====

Record 7
A 2-piece molecular cluster, C3H4ClN overall in a non-equilibrium geometry. Source: the Open Molecules 2025 dataset; level of theory: wB97M-V/def2-TZVPD.

Each line ends with the natural charge from an NBO analysis.
Atoms and positions in Å:
C -0.51 2.29 -1.56  -0.23
C -0.13 2.37 -0.42  -0.24
C -0.64 -1.22 0.80  0.13
N 0.19 -1.99 1.18  -0.44
Cl 1.84 -2.64 0.11  -0.35
H -0.55 2.29 -2.65  0.25
H 0.36 2.09 0.45  0.23
H -0.92 -0.75 -0.07  0.22
H 0.36 -2.43 2.14  0.45

The energy relative to the best compared isomer or geometry (same formula, charge and spin) is 5.092 eV. The molar mass is 89.52 g mol⁻¹. Its LUMO energy is -0.0150 Ha. Its HOMO energy is -8.98 eV. The gap between HOMO and LUMO comes out at 8.571 eV. The value obtained for the energy is -631.45049 hartree.

=====

Record 8
A 2-piece molecular cluster, C3H4ClN3O2 overall in a non-equilibrium geometry. Source: the Open Molecules 2025 dataset; level of theory: wB97M-V/def2-TZVPD.

Each line ends with the natural charge from an NBO analysis.
Atoms and positions in Å:
C 0.45 -0.70 -1.33  0.15
C 1.45 -0.15 -0.33  -0.51
C 0.54 0.70 0.51  -0.29
N -0.81 -0.26 -1.18  -0.23
N -0.81 0.55 -0.08  0.18
N -2.80 -1.11 1.55  0.15
O -1.80 1.11 0.42  -0.32
O -2.82 0.02 1.59  -0.12
Cl 0.97 -1.51 -2.77  0.05
H 1.98 -0.93 0.30  0.24
H 2.41 0.21 -0.90  0.25
H 0.45 0.34 1.51  0.22
H 0.79 1.72 0.71  0.23

The energy relative to the best compared isomer or geometry (same formula, charge and spin) is 1.536 eV. The molar mass is 149.54 g mol⁻¹. Its LUMO energy (spin up / spin down) is 0.0240 / -0.0133 Ha. Its HOMO energy (spin up / spin down) is -7.67 / -7.72 eV. The gap between HOMO and LUMO (spin up / spin down) comes out at 8.318 / 7.353 eV. The value obtained for the energy is -891.41772 hartree.